--- a ---
A cluster of 3 separate species, C3H13NO4 in total. Source: the Open Molecules 2025 dataset; level of theory: the ωB97M-V functional and the def2-TZVPD basis.

The geometry in ORCA input format:
```
! wB97M-V def2-TZVPD RIJCOSX def2/J DEFGRID3
* xyz 0 1
O -0.44 -1.73 0.59
C -0.64 -1.26 -0.75
C 0.66 -0.64 -1.28
N 1.09 0.67 -0.71
C 1.71 0.49 0.66
O 2.30 -0.74 0.93
H -0.56 -1.06 1.27
H -0.90 -2.20 -1.26
H -1.43 -0.51 -0.70
H 1.37 -1.47 -1.10
H 0.56 -0.61 -2.36
H 1.81 1.04 -1.33
H 2.55 1.17 0.71
H 0.91 0.69 1.39
H 1.65 -1.45 0.87
O -1.72 1.80 -0.41
H -0.77 1.71 -0.25
H -1.87 1.49 -1.31
O -2.06 0.50 1.91
H -2.19 1.41 2.19
H -2.06 0.70 0.95
*
```

Properties
SMILES string: OCCNCO.O.O
Kohn-Sham gap: 10.6 eV
E_HOMO: -9.95 eV
LUMO: 0.6 eV

--- b ---
A cluster of 4 separate species, C3H13NO4 in total. Source: the Open Molecules 2025 dataset; level of theory: the ωB97M-V functional and the def2-TZVPD basis.

The geometry in ORCA input format:
```
! wB97M-V def2-TZVPD RIJCOSX def2/J DEFGRID3
* xyz 0 1
N -0.37 1.25 -0.74
C 0.57 0.25 -1.09
C 0.94 -0.75 0.14
C 0.85 -2.19 -0.11
O -0.01 -2.69 -0.92
H -1.24 1.05 -1.24
H -0.43 1.57 0.31
H 0.43 -0.27 -1.98
H 1.59 0.74 -1.21
H 0.21 -0.63 1.06
H 1.85 -0.60 0.70
H 1.50 -2.84 0.42
O -0.10 0.90 2.97
H 0.04 0.07 2.51
H 0.41 0.83 3.80
O -2.32 -1.37 -0.38
H -1.55 -1.90 -0.22
H -2.61 -1.71 -1.19
O 0.76 3.75 -0.47
H 0.23 3.16 -0.96
H 1.39 3.20 0.04
*
```

Properties
SMILES string: NCCC=O.O.O.O
Kohn-Sham gap: 9.4 eV
E_HOMO: -9.31 eV
LUMO: 0.1 eV

Least stable: b

--- a ---
A structure of composition C4H3NO3. Source: the Open Molecules 2025 dataset; level of theory: the ωB97M-V functional and the def2-TZVPD basis.

The geometry in ORCA input format:
```
! wB97M-V def2-TZVPD RIJCOSX def2/J DEFGRID3
* xyz 0 1
C -0.44 1.87 -0.81
C -0.41 0.51 -0.20
C 0.28 -1.62 -0.49
C 0.96 -1.72 0.86
H -0.30 1.99 -2.17
H -0.70 -2.19 -0.54
H 0.88 -2.17 -1.12
N 1.87 -1.86 1.62
O -1.01 2.73 -0.02
O -1.28 0.14 0.51
O 0.39 -0.22 -0.95
*
```

Properties
Kohn-Sham gap: 9.9 eV
E_HOMO: -10.82 eV
LUMO: -0.9 eV

--- b ---
The molecule C4H3NO3. Source: the Open Molecules 2025 dataset; level of theory: the ωB97M-V functional and the def2-TZVPD basis.

The geometry in ORCA input format:
```
! wB97M-V def2-TZVPD RIJCOSX def2/J DEFGRID3
* xyz 0 1
H 2.52 2.07 0.16
N 2.15 1.14 0.07
C 1.01 0.69 -0.04
O -0.20 1.43 0.07
C -1.18 0.52 0.02
C -0.73 -0.76 -0.03
O -1.47 -1.87 0.12
C 0.74 -0.79 -0.05
O 1.51 -1.72 0.06
H -2.13 0.97 0.11
H -2.21 -1.68 -0.49
*
```

Properties
SMILES string: [H]/N=C1\OC=C(O)C1=O
Kohn-Sham gap: 8.5 eV
E_HOMO: -9.23 eV
LUMO: -0.7 eV

--- c ---
The molecule C4H3NO3. Source: the Open Molecules 2025 dataset; level of theory: the ωB97M-V functional and the def2-TZVPD basis.

The geometry in ORCA input format:
```
! wB97M-V def2-TZVPD RIJCOSX def2/J DEFGRID3
* xyz 0 1
N -1.02 -2.11 -1.90
C -0.08 -1.58 -1.48
C 0.85 -1.11 -0.54
O 2.12 -1.05 -0.58
C 0.34 -0.17 0.74
O -0.90 0.50 1.06
C -1.01 1.68 0.47
O -0.19 2.11 -0.37
H 1.22 0.37 0.45
H 0.65 -0.74 1.69
H -1.98 2.11 0.47
*
```

Properties
SMILES string: N#CC(=O)COC=O
Kohn-Sham gap: 9.8 eV
E_HOMO: -11.28 eV
LUMO: -1.4 eV

Least stable: a